No. 1
Here is C35H39GeN6O5RhS3 as an isolated structure from the Open Molecules 2025 dataset. Energies are from wB97M-V/def2-TZVPD.

highest occupied orbital energy (alpha / beta)	-0.3959 / -0.3943	Eh
expectation value of S²	0.763
energy above the lowest of the compared OMol25 structures with the same formula, charge and spin	128.5	kJ/mol
gap between HOMO and LUMO (alpha / beta)	7.19 / 6.16	eV
DFT total energy	-5443.5850	a.u.
F_max	0.0080	Eh/bohr

```
! RIJCOSX wB97M-V def2-TZVPD def2/J DEFGRID3
* xyz 1 2
Rh -0.78 0.04 0.19
C -5.37 2.73 0.64
S -5.43 0.92 0.68
C -3.76 0.45 0.56
S -2.55 1.55 -0.01
N -3.55 -0.79 0.92
N -2.26 -1.18 0.78
C -1.95 -2.41 1.01
C -0.56 -2.80 0.80
C -0.16 -4.12 0.89
C 1.15 -4.45 0.57
C 2.01 -3.44 0.16
C 1.53 -2.14 0.10
N 0.29 -1.81 0.42
H -6.37 3.05 0.37
H -4.67 3.10 -0.10
H -5.11 3.12 1.63
H -2.71 -3.11 1.32
H -0.87 -4.88 1.20
H 1.49 -5.47 0.62
H 3.03 -3.64 -0.12
H 2.18 -1.33 -0.21
C 4.32 0.37 3.03
C 3.48 -0.73 2.88
C 2.11 -0.54 2.75
C 1.56 0.74 2.77
C 2.41 1.83 2.94
C 3.78 1.65 3.06
Ge -0.35 1.00 2.51
C -0.87 2.88 2.55
C -1.84 3.28 3.46
C -2.26 4.60 3.52
C -1.71 5.54 2.66
C -0.73 5.16 1.75
C -0.32 3.83 1.70
C -1.31 0.00 3.90
C -0.58 -0.51 4.97
C -1.23 -1.17 6.01
C -2.60 -1.33 5.99
C -3.34 -0.82 4.92
C -2.69 -0.17 3.88
H 5.39 0.22 3.13
H 3.89 -1.73 2.87
H 1.46 -1.40 2.65
H 2.01 2.84 2.97
H 4.43 2.50 3.19
H -2.28 2.56 4.15
H -3.02 4.90 4.24
H -2.03 6.57 2.70
H -0.30 5.89 1.08
H 0.44 3.54 0.98
H 0.49 -0.38 5.01
H -0.65 -1.55 6.84
H -3.10 -1.84 6.79
H -4.41 -0.94 4.90
H -3.29 0.22 3.07
C 1.93 1.15 -0.48
O 0.60 1.34 -0.07
H 2.35 2.13 -0.75
H 2.00 0.47 -1.33
H 2.53 0.77 0.36
C 4.76 -1.89 -5.39
C 3.83 -0.68 -5.37
S 2.19 -1.16 -4.85
O 1.87 -2.45 -5.40
O 2.10 -0.98 -3.41
C 1.10 0.04 -5.62
C -0.36 -0.41 -5.51
N -0.74 -0.81 -4.16
C -0.84 0.00 -3.08
N -1.06 -0.70 -1.98
C -1.08 -2.01 -2.34
C -0.89 -2.10 -3.68
N -0.92 -3.30 -4.46
O -0.78 -4.33 -3.84
O -1.15 -3.22 -5.65
C -0.69 1.48 -3.14
H 5.77 -1.56 -5.59
H 4.45 -2.60 -6.15
H 4.75 -2.40 -4.43
H 3.74 -0.22 -6.36
H 4.16 0.08 -4.66
H 1.36 0.09 -6.67
H 1.31 1.00 -5.15
H -0.52 -1.26 -6.15
H -1.01 0.40 -5.84
H -1.27 -2.82 -1.66
H -0.97 1.86 -4.12
H 0.35 1.76 -2.94
H -1.32 1.94 -2.39
*
```

---

No. 2
Here is one molecule with the formula C4H11NO in a non-equilibrium geometry from the Open Molecules 2025 dataset. Energies are from wB97M-V/def2-TZVPD.

highest occupied orbital energy	-0.3403	Eh
energy above the lowest of the compared OMol25 structures with the same formula, charge and spin	117.0	kJ/mol
gap between HOMO and LUMO	10.26	eV
DFT total energy	-288.9724	a.u.
F_max	0.0446	Eh/bohr
structure (SMILES)	C[C@@H](N)CCO

```
! RIJCOSX wB97M-V def2-TZVPD def2/J DEFGRID3
* xyz 0 1
C 1.90 -0.99 0.42
C 0.72 0.00 0.35
C -0.55 -0.67 -0.23
C -1.71 0.27 -0.52
O -2.14 1.03 0.66
N 0.92 1.14 -0.56
H 1.88 -1.54 -0.52
H 2.75 -0.37 0.70
H 1.64 -1.67 1.23
H 0.50 0.43 1.32
H -0.95 -1.49 0.37
H -0.20 -1.01 -1.21
H -2.59 -0.34 -0.77
H -1.59 1.02 -1.29
H -3.05 0.84 0.83
H 0.58 1.98 -0.11
H 1.91 1.38 -0.68
*
```

---

No. 3
Here is C3H5O4Ru as an isolated structure in a non-equilibrium geometry from the Open Molecules 2025 dataset. Energies are from wB97M-V/def2-TZVPD.

highest occupied orbital energy (alpha / beta)	-0.6878 / -0.7134	Eh
expectation value of S²	8.759
energy above the lowest of the compared OMol25 structures with the same formula, charge and spin	408.9	kJ/mol
gap between HOMO and LUMO (alpha / beta)	8.12 / 6.20	eV
DFT total energy	-512.1348	a.u.
F_max	0.1199	Eh/bohr

```
! RIJCOSX wB97M-V def2-TZVPD def2/J DEFGRID3
* xyz 2 6
O -2.33 -0.28 0.28
C -1.93 0.98 0.44
C -1.16 -1.07 -0.06
O -2.18 1.87 -0.36
O -0.70 0.93 0.96
C 0.01 -0.18 0.31
Ru 1.19 0.95 -1.44
H -1.30 -1.36 -1.12
H -1.14 -2.02 0.49
H 0.73 -0.88 0.77
H 2.48 0.05 0.67
O 2.74 0.66 -0.31
H 3.59 0.36 -0.63
*
```

---

No. 4
Here is one molecule with the formula C3H5Cl2N3 in a non-equilibrium geometry from the Open Molecules 2025 dataset. Energies are from wB97M-V/def2-TZVPD.

highest occupied orbital energy (alpha / beta)	-0.3070 / -0.3070	Eh
energy above the lowest of the compared OMol25 structures with the same formula, charge and spin	496.7	kJ/mol
gap between HOMO and LUMO (alpha / beta)	7.09 / 7.09	eV
DFT total energy	-1201.7064	a.u.
F_max	0.0791	Eh/bohr

```
! RIJCOSX wB97M-V def2-TZVPD def2/J DEFGRID3
* xyz 0 1
C 0.21 0.04 -1.14
C -0.65 -0.92 -0.80
C 0.65 1.13 -0.29
N -0.10 1.44 0.84
N -0.90 -1.17 0.53
N -0.31 -0.78 1.54
Cl -2.52 -1.86 0.86
Cl 1.41 -1.23 1.56
H 0.47 0.17 -2.13
H -0.86 -1.69 -1.45
H 1.75 1.11 -0.33
H 0.44 1.96 -0.82
H 0.42 1.81 1.62
*
```

---

No. 5
Here is C38H42BrCdN10S2Sb as an isolated structure in a non-equilibrium geometry from the Open Molecules 2025 dataset. Energies are from wB97M-V/def2-TZVPD.

highest occupied orbital energy	-0.4704	Eh
energy above the lowest of the compared OMol25 structures with the same formula, charge and spin	25.1	kJ/mol
gap between HOMO and LUMO	7.25	eV
DFT total energy	-5798.7413	a.u.
F_max	0.0320	Eh/bohr

```
! RIJCOSX wB97M-V def2-TZVPD def2/J DEFGRID3
* xyz 2 1
Cd -0.13 -0.11 0.21
C -3.88 0.04 0.27
C -3.35 1.30 -0.33
C -4.27 2.26 -0.73
C -3.84 3.43 -1.33
C -2.47 3.58 -1.51
C -1.61 2.57 -1.09
N -2.03 1.45 -0.50
Sb 0.48 2.99 -1.57
C 0.96 1.07 -2.52
C 1.56 1.21 -3.76
C 1.86 0.07 -4.49
C 1.55 -1.15 -3.94
C 0.96 -1.22 -2.68
C 0.64 -2.57 -2.13
N 0.67 -0.12 -1.98
C 1.40 2.70 0.41
C 2.20 3.76 0.80
C 2.85 3.71 2.03
C 2.67 2.58 2.80
C 1.85 1.55 2.34
C 1.67 0.35 3.22
N 1.22 1.62 1.17
H -4.80 0.22 0.82
H -4.10 -0.65 -0.55
H -3.15 -0.43 0.93
H -5.32 2.08 -0.57
H -4.53 4.18 -1.65
H -2.07 4.47 -1.98
H 1.77 2.20 -4.14
H 2.31 0.15 -5.47
H 1.76 -2.07 -4.46
H 0.08 -3.13 -2.87
H 1.56 -3.11 -1.92
H 0.04 -2.48 -1.22
H 2.32 4.61 0.15
H 3.46 4.53 2.37
H 3.16 2.48 3.76
H 2.64 0.01 3.58
H 1.09 0.63 4.10
H 1.16 -0.46 2.71
Br 7.73 0.48 -1.15
C 6.02 -0.14 -0.63
C 4.90 0.65 -0.87
C 3.65 0.17 -0.50
C 3.48 -1.07 0.11
C 4.64 -1.85 0.33
C 5.88 -1.38 -0.02
N 2.19 -1.45 0.45
C 1.95 -2.52 1.12
C 0.61 -3.00 1.43
C 0.49 -4.18 2.17
C -0.77 -4.69 2.43
C -1.87 -4.04 1.91
C -1.66 -2.89 1.16
N -0.47 -2.35 0.95
H 5.00 1.61 -1.34
H 2.78 0.78 -0.70
H 4.58 -2.83 0.77
H 6.76 -1.98 0.16
H 2.73 -3.17 1.49
H 1.38 -4.69 2.51
H -0.88 -5.59 3.01
H -2.87 -4.42 2.08
H -2.49 -2.38 0.69
C -1.38 1.93 6.52
C -2.64 2.41 5.83
C -2.37 3.61 4.93
C -3.32 1.26 5.07
N -2.49 0.70 4.04
C -2.14 1.19 2.84
N -1.35 0.31 2.26
N -1.22 -0.69 3.12
N -1.89 -0.47 4.17
H -0.96 2.72 7.14
H -0.62 1.63 5.80
H -1.59 1.07 7.16
H -3.36 2.72 6.60
H -1.63 3.38 4.16
H -1.97 4.43 5.53
H -3.28 3.96 4.45
H -4.25 1.62 4.59
H -3.55 0.45 5.76
H -2.49 2.11 2.41
S -2.43 -1.52 -2.28
C -3.02 -3.02 -2.61
N -3.74 -3.76 -1.75
C -4.34 -4.98 -2.24
C -3.59 -5.38 -3.51
S -2.75 -3.87 -4.11
H -4.13 -3.32 -0.92
H -5.41 -4.82 -2.45
H -4.26 -5.75 -1.47
H -4.26 -5.74 -4.28
H -2.82 -6.12 -3.32
*
```

---

No. 6
Here is C27H20Br4NO7SZr as an isolated structure in a non-equilibrium geometry from the Open Molecules 2025 dataset. Energies are from wB97M-V/def2-TZVPD.

highest occupied orbital energy	-0.3878	Eh
energy above the lowest of the compared OMol25 structures with the same formula, charge and spin	52.1	kJ/mol
gap between HOMO and LUMO	6.54	eV
DFT total energy	-12363.5616	a.u.
F_max	0.0302	Eh/bohr

```
! RIJCOSX wB97M-V def2-TZVPD def2/J DEFGRID3
* xyz 1 1
Zr 0.40 0.26 0.78
Br 4.70 -2.26 5.13
C 3.70 -1.03 4.12
C 4.20 0.25 3.85
Br 5.89 0.76 4.49
C 3.45 1.15 3.09
Br 4.07 2.86 2.63
C 2.19 0.79 2.63
O 1.44 1.59 1.84
C 1.68 -0.49 2.93
O 0.44 -0.81 2.43
C 2.44 -1.40 3.64
Br 1.70 -3.10 3.93
C -5.14 1.27 -1.38
O -4.50 1.23 -0.10
C -3.80 0.12 0.22
C -3.46 -0.89 -0.67
C -2.69 -1.96 -0.24
C -2.26 -2.06 1.08
C -2.61 -1.06 1.98
C -3.35 0.02 1.55
N -3.67 1.06 2.48
C -3.46 2.35 2.40
C -2.70 3.15 1.51
C -3.06 4.52 1.49
C -2.44 5.40 0.64
C -1.40 4.94 -0.18
C -0.99 3.62 -0.14
C -1.62 2.70 0.70
O -1.18 1.46 0.80
H -5.80 2.13 -1.35
H -5.72 0.37 -1.55
H -4.40 1.40 -2.17
H -3.77 -0.83 -1.70
H -2.41 -2.73 -0.96
H -1.67 -2.90 1.41
H -2.26 -1.11 3.00
H -4.20 0.76 3.28
H -3.98 2.90 3.18
H -3.85 4.86 2.14
H -2.73 6.44 0.62
H -0.89 5.63 -0.84
H -0.16 3.28 -0.75
C 4.21 -4.46 -5.07
C 3.61 -3.45 -4.14
C 3.62 -2.09 -4.45
C 3.05 -1.15 -3.60
C 2.46 -1.60 -2.43
C 2.44 -2.95 -2.08
C 3.01 -3.86 -2.94
S 1.76 -0.44 -1.35
O 1.94 0.91 -1.80
O 0.29 -0.73 -1.15
O 2.28 -0.64 0.04
H 4.91 -3.99 -5.76
H 3.43 -4.94 -5.65
H 4.73 -5.23 -4.51
H 4.09 -1.76 -5.37
H 3.06 -0.10 -3.84
H 1.99 -3.27 -1.15
H 3.01 -4.91 -2.68
*
```

---

No. 7
Here is a 10-piece molecular cluster, C20H40Br20 overall in a non-equilibrium geometry from the Open Molecules 2025 dataset. Energies are from wB97M-V/def2-TZVPD.

highest occupied orbital energy (alpha / beta)	-0.4234 / -0.4234	Eh
expectation value of S²	0.754
energy above the lowest of the compared OMol25 structures with the same formula, charge and spin	71.6	kJ/mol
gap between HOMO and LUMO (alpha / beta)	8.48 / 2.42	eV
DFT total energy	-52265.9408	a.u.
F_max	0.0488	Eh/bohr

```
! RIJCOSX wB97M-V def2-TZVPD def2/J DEFGRID3
* xyz 1 2
Br 0.55 2.98 2.38
C -0.34 4.53 1.50
C -1.05 5.51 2.47
Br -2.07 6.65 1.18
H -0.95 4.03 0.75
H 0.34 5.17 0.94
H -0.46 6.24 3.02
H -1.73 5.00 3.15
Br -4.42 1.62 0.59
C -5.53 2.41 -0.80
C -5.03 3.81 -1.12
Br -6.48 4.66 -2.21
H -6.56 2.62 -0.49
H -5.66 1.79 -1.68
H -4.12 3.86 -1.71
H -4.95 4.38 -0.20
Br -0.52 -2.90 -4.93
C 0.95 -3.11 -3.52
C 2.18 -3.65 -4.16
Br 3.39 -3.87 -2.67
H 0.58 -3.69 -2.68
H 1.03 -2.07 -3.21
H 2.62 -2.96 -4.88
H 1.92 -4.61 -4.60
Br 3.36 -0.27 -4.79
C 1.77 1.00 -4.60
C 0.64 0.58 -5.58
Br -0.62 2.15 -6.00
H 2.23 1.94 -4.89
H 1.38 1.10 -3.59
H 0.08 -0.24 -5.12
H 0.99 0.35 -6.58
Br 7.04 2.46 -1.29
C 5.15 2.79 -1.84
C 4.31 2.49 -0.69
Br 2.38 2.93 -1.03
H 4.95 2.22 -2.75
H 5.01 3.86 -2.03
H 4.51 3.21 0.10
H 4.51 1.46 -0.40
Br -0.67 -0.26 -1.93
C -0.59 0.70 -0.17
C -0.06 -0.38 0.84
Br 1.94 -0.19 0.81
H -1.60 0.97 0.14
H 0.11 1.53 -0.26
H -0.35 -1.41 0.60
H -0.27 -0.17 1.88
Br -2.62 -2.90 0.71
C -4.13 -3.48 -0.45
C -5.47 -2.89 0.02
Br -5.74 -3.05 2.00
H -4.16 -4.57 -0.49
H -3.95 -3.32 -1.52
H -6.39 -3.21 -0.46
H -5.42 -1.83 -0.22
Br 0.56 -2.14 4.76
C 2.28 -2.41 3.89
C 2.13 -3.85 3.23
Br 3.85 -4.49 2.47
H 3.00 -2.46 4.70
H 2.39 -1.59 3.18
H 1.51 -3.87 2.33
H 1.80 -4.70 3.83
Br 5.04 -1.08 -1.18
C 5.24 -1.85 0.67
C 6.01 -0.98 1.64
Br 5.85 -1.68 3.52
H 5.61 -2.87 0.66
H 4.19 -2.07 0.87
H 5.86 0.09 1.54
H 7.07 -1.02 1.41
Br -3.82 -0.66 6.63
C -4.73 -1.03 4.87
C -4.19 -0.18 3.71
Br -2.25 -0.56 3.53
H -5.81 -0.90 5.00
H -4.62 -2.08 4.62
H -4.29 0.91 3.79
H -4.69 -0.52 2.80
*
```

---

No. 8
Here is a 6-piece molecular cluster, C36H53F15IN3O15P overall in a non-equilibrium geometry from the Open Molecules 2025 dataset. Energies are from wB97M-V/def2-TZVPD.

highest occupied orbital energy	-0.4205	Eh
gap between HOMO and LUMO	7.30	eV
DFT total energy	-4833.2844	a.u.
F_max	0.0567	Eh/bohr

```
! RIJCOSX wB97M-V def2-TZVPD def2/J DEFGRID3
* xyz 1 1
C -6.50 2.17 0.81
C -5.89 0.73 0.67
O -4.67 0.69 -0.11
C -4.13 -0.62 -0.04
N -2.64 -0.47 -0.02
C -2.05 -0.61 1.23
C -0.62 -0.53 1.41
O -0.02 -0.67 2.66
C 0.19 -0.27 0.20
C 1.73 -0.21 0.43
O 2.14 0.78 0.98
O 2.57 -1.24 0.06
P 4.03 -1.25 1.06
N 5.33 -1.31 -0.11
O 3.93 -2.70 1.91
C -0.42 -0.09 -1.14
C 0.41 0.17 -2.42
C 1.52 1.30 -2.28
C 2.91 0.63 -2.71
C 4.05 1.69 -2.99
N 3.91 2.41 -4.28
C -1.91 -0.22 -1.17
C -2.63 -0.09 -2.56
C -2.21 -1.37 -3.42
C -3.29 -1.75 -4.52
I -2.60 -1.03 -6.48
H -7.16 2.48 -0.04
H -7.16 2.14 1.72
H -5.73 2.96 1.02
H -6.65 0.10 0.12
H -5.72 0.34 1.71
H -4.47 -1.18 0.87
H -4.40 -1.24 -0.94
H -2.67 -0.81 2.14
H 0.01 0.23 3.03
H 5.05 -2.04 -0.80
H 5.25 -0.44 -0.65
H 3.26 -3.28 1.49
H -0.22 0.45 -3.32
H 0.89 -0.81 -2.71
H 1.36 2.18 -2.96
H 1.58 1.73 -1.24
H 3.23 -0.13 -1.96
H 2.72 0.11 -3.70
H 4.12 2.36 -2.09
H 5.01 1.10 -3.07
H 3.52 3.34 -4.08
H 3.23 1.86 -4.82
H -3.74 -0.05 -2.48
H -2.26 0.83 -3.07
H -2.00 -2.26 -2.75
H -1.25 -1.21 -3.98
H -3.41 -2.85 -4.66
H -4.30 -1.30 -4.30
C -6.13 5.92 5.59
C -7.03 6.86 4.80
O -7.41 6.25 3.56
C -8.42 5.38 3.62
O -9.01 5.09 4.63
C -8.75 4.84 2.23
F -7.63 4.48 1.57
F -9.38 5.74 1.47
F -9.53 3.75 2.28
H -5.28 5.61 4.99
H -5.77 6.40 6.50
H -6.67 5.01 5.87
H -6.48 7.76 4.56
H -7.90 7.16 5.38
C 7.52 -0.81 3.76
C 6.61 0.35 4.11
O 7.36 1.45 4.64
C 7.97 2.22 3.73
O 7.90 2.05 2.55
C 8.71 3.37 4.42
F 9.43 2.96 5.47
F 7.85 4.31 4.87
F 9.56 3.99 3.59
H 8.11 -1.10 4.62
H 6.93 -1.67 3.43
H 8.21 -0.54 2.96
H 5.91 0.04 4.89
H 6.02 0.67 3.25
C -2.48 -7.97 -8.33
C -2.56 -6.47 -8.10
O -3.84 -6.10 -7.56
C -3.99 -6.27 -6.24
O -3.15 -6.71 -5.51
C -5.37 -5.79 -5.80
F -6.35 -6.22 -6.62
F -5.45 -4.44 -5.78
F -5.70 -6.21 -4.57
H -3.31 -8.30 -8.95
H -1.54 -8.23 -8.81
H -2.55 -8.51 -7.38
H -2.46 -5.95 -9.05
H -1.75 -6.12 -7.46
C 8.78 1.88 -1.80
C 9.58 1.38 -2.98
O 9.94 0.00 -2.81
C 8.98 -0.89 -3.11
O 7.88 -0.61 -3.49
C 9.52 -2.32 -2.93
F 10.20 -2.47 -1.78
F 10.35 -2.66 -3.92
F 8.53 -3.23 -2.92
H 9.33 1.70 -0.87
H 8.58 2.94 -1.89
H 7.83 1.35 -1.71
H 10.51 1.94 -3.06
H 9.04 1.53 -3.92
C -2.96 -2.32 6.27
C -4.25 -1.67 6.71
O -4.06 -0.26 6.96
C -4.06 0.53 5.89
O -4.20 0.15 4.76
C -3.89 1.99 6.31
F -2.92 2.15 7.22
F -5.02 2.48 6.86
F -3.59 2.79 5.28
H -2.17 -2.13 7.00
H -3.09 -3.40 6.16
H -2.61 -1.91 5.32
H -4.58 -2.11 7.65
H -5.05 -1.82 5.98
*
```